1.
ORCA calculation (ωB97M-V with the def2-TZVPD basis set) on a molecular structure, C52H44AsF8N4O3OsS.

Computed properties:
charge = +1
orbital gap (alpha / beta) = 0.22647 / 0.22665 Ha
HOMO level (alpha / beta) = -10.312 / -10.312 eV

Cartesian coordinates (Å):
1 Os 0.9751 -0.6411 -0.2977
2 C 5.7304 4.6538 -3.1413
3 C 5.1593 3.3307 -2.7180
4 C 5.7335 2.6029 -1.6761
5 C 5.2373 1.3671 -1.3073
6 C 4.1219 0.8555 -1.9671
7 C 3.5406 1.5547 -3.0152
8 C 4.0664 2.7841 -3.3812
9 S 3.4983 -0.7145 -1.4975
10 O 4.5332 -1.6796 -1.6570
11 O 2.1863 -0.8625 -2.1861
12 N 2.9251 -0.6198 -0.0142
13 C 3.5909 -0.7601 1.2104
14 C 4.9271 -0.9187 1.4339
15 C 5.4010 -1.0534 2.7585
16 C 4.5402 -1.0534 3.8150
17 C 3.1435 -0.9427 3.5929
18 C 2.1981 -1.0533 4.6354
19 C 0.8773 -1.0416 4.3331
20 C 0.4813 -0.8755 2.9903
21 N 1.3145 -0.7098 1.9887
22 C 2.6667 -0.7784 2.2851
23 H 6.3437 5.0931 -2.3571
24 H 4.9413 5.3582 -3.3981
25 H 6.3604 4.5312 -4.0236
26 H 6.5926 3.0057 -1.1552
27 H 5.7141 0.8218 -0.5059
28 H 2.6968 1.1368 -3.5447
29 H 3.6154 3.3296 -4.2010
30 H 5.6239 -0.9975 0.6110
31 H 6.4624 -1.1760 2.9202
32 H 4.9006 -1.1704 4.8273
33 H 2.5400 -1.1756 5.6551
34 H 0.1196 -1.1687 5.0914
35 H -0.5611 -0.8842 2.7436
36 F 2.1073 5.7525 -2.8075
37 C 1.8607 5.5910 -1.4973
38 F 0.7741 6.3154 -1.1986
39 F 2.8969 6.0977 -0.8197
40 C 1.6342 4.1307 -1.1693
41 C 0.7828 3.3827 -1.9664
42 C 0.6094 2.0473 -1.6732
43 N 1.2003 1.4709 -0.6167
44 C 1.9897 2.2066 0.1737
45 C 2.2482 3.5401 -0.0822
46 H 0.2850 3.8102 -2.8250
47 H -0.0141 1.4079 -2.2851
48 H 2.4231 1.7004 1.0243
49 H 2.9138 4.0913 0.5652
50 C -5.1095 5.0012 -0.3933
51 C -4.3949 3.7350 -0.0183
52 C -5.0020 2.4990 -0.1709
53 C -4.3445 1.3044 0.1081
54 C -5.1738 0.0526 -0.0535
55 C -3.0117 1.3438 0.5600
56 As -1.8103 -0.1482 0.8864
57 N -0.8826 -0.5224 -0.7705
58 C -1.3861 -0.6658 -2.0895
59 C -0.6332 -1.3585 -3.0397
60 C -1.1213 -1.5281 -4.3277
61 C -2.3583 -1.0135 -4.6811
62 C -3.1115 -0.3316 -3.7390
63 C -2.6300 -0.1614 -2.4502
64 C -2.9385 -1.6448 1.3992
65 C -3.0723 -2.8745 0.7511
66 C -2.3888 -3.2269 -0.5426
67 C -3.9021 -3.8404 1.3188
68 C -4.5848 -3.6326 2.5058
69 C -5.4811 -4.6871 3.0901
70 C -4.4031 -2.4150 3.1491
71 C -3.5950 -1.4165 2.6228
72 C -3.4980 -0.1263 3.4020
73 C -2.4125 2.5986 0.8037
74 C -1.0889 2.7868 1.5119
75 C -3.1058 3.7622 0.4922
76 H -6.1893 4.8712 -0.3528
77 H -4.8510 5.3022 -1.4101
78 H -4.8379 5.8218 0.2694
79 H -6.0274 2.4544 -0.5202
80 H -5.7951 0.1307 -0.9463
81 H -5.8483 -0.0538 0.8004
82 H -4.6035 -0.8670 -0.1187
83 H 0.3053 -1.8140 -2.7687
84 H -0.5372 -2.0847 -5.0480
85 H -2.7385 -1.1542 -5.6839
86 H -4.0799 0.0705 -4.0060
87 H -3.2085 0.3841 -1.7289
88 H -1.3925 -2.8024 -0.6142
89 H -2.9679 -2.8921 -1.4069
90 H -2.2917 -4.3098 -0.6173
91 H -4.0028 -4.7938 0.8129
92 H -5.4645 -5.5961 2.4916
93 H -6.5135 -4.3383 3.1425
94 H -5.1756 -4.9461 4.1044
95 H -4.9037 -2.2332 4.0937
96 H -3.8851 -0.2761 4.4083
97 H -4.0758 0.6795 2.9467
98 H -2.4714 0.2482 3.5070
99 H -1.2446 2.7752 2.5947
100 H -0.6688 3.7601 1.2570
101 H -0.3449 2.0189 1.2989
102 H -2.6300 4.7186 0.6778
103 F 3.1246 -7.4947 -0.2525
104 C 2.5746 -6.2864 -0.1813
105 C 2.1108 -5.7996 1.0305
106 F 2.2213 -6.5412 2.1308
107 C 1.5505 -4.5372 1.1018
108 F 1.1298 -4.0894 2.2908
109 C 1.4277 -3.7250 -0.0273
110 O 0.8498 -2.5364 0.1391
111 C 1.8888 -4.2438 -1.2369
112 F 1.7549 -3.5380 -2.3628
113 C 2.4590 -5.5041 -1.3178
114 F 2.8837 -5.9611 -2.4917


2.
ORCA calculation (ωB97M-V with the def2-TZVPD basis set) on a molecular structure, C52H44ClIMgN3O2PS2.

Computed properties:
orbital gap = 0.26177 Ha
HOMO level = -6.852 eV

Cartesian coordinates (Å):
1 Mg 0.1624 0.0468 0.6335
2 C -0.7326 0.7808 4.3901
3 C 0.6703 0.3676 4.0956
4 N 1.1619 0.2354 2.9001
5 C 2.4923 -0.1135 2.9369
6 C 3.0150 -0.2625 4.1813
7 S 1.8097 0.0589 5.3468
8 C 3.1825 -0.3095 1.6605
9 C 4.5214 -0.2993 1.4403
10 S 4.8340 -0.5976 -0.2122
11 C 3.1493 -0.7047 -0.5189
12 N 2.4139 -0.5318 0.5392
13 C 2.5964 -0.9721 -1.8766
14 H -1.4101 0.2070 3.7596
15 H -0.8615 1.8412 4.1643
16 H -0.9815 0.6170 5.4373
17 H 4.0107 -0.5650 4.4584
18 H 5.3144 -0.1213 2.1467
19 H 3.3637 -1.3357 -2.5573
20 H 2.1632 -0.0603 -2.2929
21 H 1.8065 -1.7192 -1.7926
22 I -0.8124 -0.4389 -3.3080
23 C -2.4647 0.5529 -4.1228
24 C -2.2464 1.0064 -5.3946
25 C -3.3022 1.4916 -6.1889
26 C -4.5682 1.4417 -5.6999
27 C -4.8235 0.9862 -4.3827
28 C -6.1675 0.9283 -3.9449
29 C -6.4694 0.5117 -2.6863
30 C -5.4214 0.2258 -1.7963
31 C -4.0950 0.2874 -2.1505
32 P -2.9143 0.2471 -0.7057
33 C -3.6792 -1.1757 0.1810
34 C -4.3556 -1.1146 1.3935
35 C -4.8263 -2.2757 1.9953
36 C -4.6251 -3.5105 1.3972
37 C -3.9515 -3.5808 0.1851
38 C -3.4816 -2.4231 -0.4145
39 C -3.4785 1.7148 0.2338
40 C -2.9433 1.8672 1.5150
41 C -3.2236 2.9900 2.2762
42 C -4.0279 3.9952 1.7589
43 C -4.5377 3.8703 0.4764
44 C -4.2637 2.7413 -0.2837
45 C -3.7589 0.5915 -3.5136
46 H -1.2509 0.9551 -5.8126
47 H -3.1010 1.8486 -7.1900
48 H -5.4113 1.7502 -6.3060
49 H -6.9462 1.2203 -4.6392
50 H -7.4956 0.4489 -2.3487
51 H -5.6759 -0.0140 -0.7708
52 H -4.5205 -0.1596 1.8772
53 H -5.3510 -2.2114 2.9408
54 H -4.9806 -4.4135 1.8764
55 H -3.7784 -4.5402 -0.2870
56 H -2.9445 -2.4877 -1.3559
57 H -2.2994 1.0926 1.9191
58 H -2.8016 3.0884 3.2688
59 H -4.2351 4.8819 2.3438
60 H -5.1438 4.6623 0.0543
61 H -4.6611 2.6730 -1.2876
62 Cl -1.0827 2.9373 -2.1817
63 C -0.7469 3.8342 -0.7167
64 C -1.3790 5.0573 -0.5617
65 C -1.1531 5.8171 0.5734
66 C -0.2940 5.3220 1.5463
67 C 0.3296 4.1007 1.3686
68 C 0.1435 3.3056 0.2242
69 C 0.8600 2.0244 0.0884
70 H -2.0485 5.4041 -1.3381
71 H -1.6420 6.7748 0.6940
72 H -0.1005 5.8969 2.4441
73 H 1.0091 3.7322 2.1307
74 H 1.7551 2.0693 0.7169
75 H 1.1838 1.8697 -0.9488
76 C 2.0141 -7.7208 -3.2436
77 C 1.8679 -7.2950 -1.8048
78 C 2.5976 -7.9534 -0.8230
79 C 2.4975 -7.5689 0.5046
80 C 1.6611 -6.5298 0.8647
81 C 0.8951 -5.8783 -0.1024
82 N 0.0527 -4.7949 0.2335
83 C -0.6719 -4.6599 1.4033
84 C -1.1307 -5.7927 2.0984
85 C -1.8246 -5.6790 3.2839
86 C -2.0989 -4.4302 3.8294
87 C -1.7081 -3.3111 3.1260
88 C -1.0198 -3.3917 1.9103
89 C -0.7223 -2.0982 1.2285
90 O -1.0786 -1.0266 1.8079
91 O -0.0998 -2.0162 0.1232
92 C 1.0046 -6.2526 -1.4472
93 C 0.2007 -5.5125 -2.4765
94 H 2.7588 -8.5104 -3.3312
95 H 2.3266 -6.8909 -3.8800
96 H 1.0741 -8.1029 -3.6471
97 H 3.2573 -8.7652 -1.1045
98 H 3.0875 -8.0694 1.2619
99 H 1.6168 -6.2023 1.8932
100 H 0.1507 -3.9420 -0.2998
101 H -0.9471 -6.7713 1.6825
102 H -2.1600 -6.5792 3.7851
103 H -2.6299 -4.3363 4.7670
104 H -1.9520 -2.3262 3.4915
105 H -0.8125 -5.3198 -2.1194
106 H 0.1342 -6.0535 -3.4167
107 H 0.6503 -4.5409 -2.6976


3.
ORCA calculation (ωB97M-V with the def2-TZVPD basis set) on a molecular structure, C52H45BaN5O3P2S.

Computed properties:
orbital gap = 0.21400 Ha
HOMO level = -5.628 eV

Cartesian coordinates (Å):
1 Ba 1.7352 0.7863 -1.1512
2 O 2.9590 3.6318 -1.0314
3 C 1.9003 3.5204 -1.6706
4 C 1.0326 4.7629 -1.7568
5 C 1.5458 6.0402 -1.9619
6 C 0.6900 7.1210 -2.0982
7 C -0.6853 6.9398 -1.9863
8 C -1.2014 5.6756 -1.7478
9 C -0.3460 4.5762 -1.6612
10 P -0.9457 2.8688 -1.3130
11 C -1.9260 2.4105 -2.7861
12 C -2.1132 3.2165 -3.9028
13 C -2.8485 2.7524 -4.9888
14 C -3.4001 1.4814 -4.9684
15 C -3.2001 0.6603 -3.8647
16 C -2.4567 1.1155 -2.7878
17 C -2.2550 3.2688 -0.0797
18 C -1.8269 3.5075 1.2274
19 C -2.7286 3.8484 2.2229
20 C -4.0823 3.9549 1.9278
21 C -4.5227 3.7085 0.6357
22 C -3.6162 3.3622 -0.3611
23 H 2.6211 6.1660 -2.0097
24 H 1.0879 8.1129 -2.2771
25 H -1.3534 7.7874 -2.0761
26 H -2.2708 5.5441 -1.6259
27 H -1.6848 4.2104 -3.9295
28 H -2.9861 3.3904 -5.8526
29 H -3.9729 1.1242 -5.8148
30 H -3.6099 -0.3419 -3.8495
31 H -2.2588 0.4535 -1.9493
32 H -0.7711 3.4346 1.4673
33 H -2.3725 4.0274 3.2300
34 H -4.7893 4.2228 2.7027
35 H -5.5761 3.7865 0.3964
36 H -3.9742 3.1712 -1.3658
37 N 3.5487 1.3928 3.4830
38 C 2.2430 1.3102 3.9319
39 C 1.6671 1.3857 5.1944
40 C 0.2879 1.2777 5.2520
41 C -0.4873 1.1019 4.0932
42 C 0.0991 1.0177 2.8476
43 C 1.4827 1.1178 2.7747
44 N 2.3122 1.0752 1.6659
45 C 3.5189 1.2555 2.1254
46 C 4.7063 1.3225 1.2644
47 C 5.9404 1.7828 1.5958
48 S 6.9534 1.7420 0.2218
49 C 5.6714 1.0791 -0.6926
50 N 4.5652 0.9181 -0.0404
51 H 4.3708 1.5115 4.0472
52 H 2.2595 1.5285 6.0887
53 H -0.2051 1.3335 6.2137
54 H -1.5643 1.0212 4.1770
55 H -0.4824 0.8705 1.9484
56 H 6.2823 2.1760 2.5385
57 H 5.7870 0.8387 -1.7390
58 N -0.0209 -0.9401 -0.5221
59 P -0.4875 -1.9334 0.5473
60 C -0.7976 -3.6722 0.0130
61 C -1.5830 -3.8547 -1.1262
62 C -1.8598 -5.1281 -1.6006
63 C -1.3441 -6.2410 -0.9468
64 C -0.5574 -6.0740 0.1834
65 C -0.2916 -4.7961 0.6652
66 C -2.1065 -1.5603 1.3288
67 C -2.8343 -2.4633 2.1020
68 C -4.0507 -2.0952 2.6583
69 C -4.5588 -0.8204 2.4386
70 C -3.8567 0.0776 1.6472
71 C -2.6397 -0.2981 1.0899
72 C 0.6690 -2.1749 1.9628
73 C 2.0273 -2.1539 1.6488
74 C 2.9950 -2.2499 2.6408
75 C 2.6119 -2.3449 3.9710
76 C 1.2623 -2.3609 4.2981
77 C 0.2989 -2.2869 3.3013
78 H -1.9755 -2.9802 -1.6352
79 H -2.4782 -5.2546 -2.4808
80 H -1.5582 -7.2352 -1.3185
81 H -0.1552 -6.9369 0.6995
82 H 0.3228 -4.6768 1.5499
83 H -2.4562 -3.4669 2.2667
84 H -4.6071 -2.8052 3.2577
85 H -5.5084 -0.5345 2.8738
86 H -4.2474 1.0681 1.4541
87 H -2.0941 0.3848 0.4473
88 H 2.3309 -2.0323 0.6148
89 H 4.0455 -2.2341 2.3741
90 H 3.3618 -2.4038 4.7504
91 H 0.9548 -2.4181 5.3348
92 H -0.7469 -2.2784 3.5810
93 O 2.0450 -0.7856 -3.5727
94 C 2.3015 -1.7212 -2.8534
95 O 3.3027 -1.6535 -1.9605
96 C 1.5107 -3.0059 -2.7761
97 N 2.1249 -3.9045 -1.7841
98 C 2.4778 -5.1608 -2.4739
99 C 1.5351 -5.2330 -3.6715
100 C 1.4548 -3.7709 -4.1119
101 H 0.5188 -2.6817 -2.4431
102 H 1.4545 -4.0915 -1.0468
103 H 3.2376 -2.5394 -1.5016
104 H 2.3847 -6.0010 -1.7870
105 H 3.5176 -5.1137 -2.8089
106 H 0.5548 -5.5787 -3.3408
107 H 1.8907 -5.8968 -4.4593
108 H 0.5567 -3.5288 -4.6755
109 H 2.3139 -3.5159 -4.7368


4.
ORCA calculation (ωB97M-V with the def2-TZVPD basis set) on a molecular structure, C52H45ClIrN6O2P.

Computed properties:
spin multiplicity = 6
charge = +3
orbital gap (alpha / beta) = 0.25178 / 0.14368 Ha
HOMO level (alpha / beta) = -14.555 / -15.449 eV

Cartesian coordinates (Å):
1 Ir -0.4010 0.1477 -0.1641
2 C 1.5242 -0.6751 2.2735
3 C 1.2923 0.6944 2.8930
4 C 1.5161 1.8608 1.9651
5 C 2.0565 3.0374 2.4761
6 C 2.3690 4.0768 1.6232
7 C 2.1193 3.9171 0.2661
8 C 1.5479 2.7369 -0.1559
9 N 1.2407 1.7174 0.6631
10 N 0.3459 -1.2553 1.5784
11 C 0.7665 -2.5131 0.9292
12 C 1.6659 -2.2657 -0.2465
13 C 2.5874 -3.2180 -0.6575
14 C 3.4417 -2.9135 -1.7000
15 C 3.3651 -1.6553 -2.2839
16 C 2.4155 -0.7702 -1.8128
17 N 1.5642 -1.0699 -0.8274
18 C -0.6852 -1.5995 2.5776
19 C -2.0913 -1.3194 2.1362
20 C -3.1286 -1.5897 3.0226
21 C -4.4251 -1.3009 2.6548
22 C -4.6405 -0.7203 1.4099
23 C -3.5581 -0.4768 0.5962
24 N -2.2934 -0.7942 0.9304
25 H 1.8314 -1.3841 3.0501
26 H 2.3396 -0.6089 1.5534
27 H 2.0140 0.7963 3.7061
28 H 0.3170 0.7794 3.3810
29 H 2.2620 3.1042 3.5358
30 H 2.8202 4.9842 2.0018
31 H 2.3656 4.6871 -0.4508
32 H 1.3039 2.5859 -1.1946
33 H -0.1271 -3.0539 0.6169
34 H 1.2869 -3.1457 1.6593
35 H 2.6421 -4.1704 -0.1478
36 H 4.1778 -3.6321 -2.0353
37 H 4.0467 -1.3541 -3.0663
38 H 2.3524 0.2321 -2.2049
39 H -0.4979 -1.0565 3.5027
40 H -0.5987 -2.6584 2.8432
41 H -2.9038 -2.0137 3.9925
42 H -5.2477 -1.5051 3.3262
43 H -5.6306 -0.4498 1.0717
44 H -3.6922 0.0163 -0.3513
45 Cl 0.7095 1.6630 -3.7230
46 C -0.0469 0.5111 -4.6498
47 C 0.1626 0.6446 -6.0732
48 C -0.4569 -0.1986 -6.9441
49 C -1.3018 -1.1828 -6.4123
50 C -1.5053 -1.3024 -5.0150
51 C -0.8834 -0.4978 -4.0949
52 P -1.2961 -0.8744 -2.2826
53 C -0.9363 -2.6598 -2.3247
54 C -0.0167 -3.2349 -3.2001
55 C 0.2715 -4.5908 -3.1347
56 C -0.3537 -5.3917 -2.1903
57 C -1.2609 -4.8281 -1.3033
58 C -1.5407 -3.4718 -1.3596
59 C -3.0796 -0.6855 -2.5772
60 C -4.0012 -1.7220 -2.6421
61 C -5.3431 -1.4449 -2.8839
62 C -5.7608 -0.1396 -3.0814
63 C -4.8361 0.8994 -3.0436
64 C -3.5021 0.6338 -2.7886
65 H 0.8196 1.4414 -6.3954
66 H -0.3173 -0.1200 -8.0127
67 H -1.8086 -1.8722 -7.0756
68 H -2.1840 -2.0806 -4.6840
69 H 0.4938 -2.6440 -3.9497
70 H 0.9810 -5.0213 -3.8285
71 H -0.1365 -6.4502 -2.1441
72 H -1.7589 -5.4512 -0.5720
73 H -2.2437 -3.0503 -0.6487
74 H -3.6903 -2.7475 -2.5124
75 H -6.0571 -2.2561 -2.9284
76 H -6.8023 0.0711 -3.2838
77 H -5.1599 1.9175 -3.2130
78 H -2.7826 1.4452 -2.7515
79 O -1.0713 2.3773 -1.5240
80 C -1.7210 2.7832 -0.5521
81 N -2.3690 3.9634 -0.4656
82 C -3.1354 4.1568 0.7360
83 C -2.5692 2.5719 1.5153
84 O -2.9256 2.3093 2.6070
85 N -1.8233 2.0269 0.5804
86 C -2.6243 5.2427 1.6014
87 C -3.4541 6.2598 2.0796
88 C -2.9261 7.2823 2.8521
89 C -1.5746 7.2905 3.1589
90 C -0.7356 6.2821 2.6842
91 C -1.2526 5.2717 1.9057
92 C -4.5764 3.9171 0.6342
93 C -5.3438 3.8561 1.8138
94 C -6.7152 3.7263 1.7459
95 C -7.3361 3.6318 0.5038
96 C -6.5840 3.6548 -0.6706
97 C -5.2132 3.7770 -0.6103
98 H -2.3015 4.6588 -1.1921
99 H -4.5017 6.2769 1.8136
100 H -3.5653 8.0794 3.2046
101 H -1.1628 8.0901 3.7597
102 H 0.3166 6.3011 2.9329
103 H -0.6019 4.4849 1.5391
104 H -4.8443 3.8887 2.7737
105 H -7.3034 3.6890 2.6515
106 H -8.4118 3.5329 0.4452
107 H -7.0898 3.6014 -1.6253
108 H -4.6277 3.8172 -1.5190